Entry 1:
Molecular formula: C20H24AlBrN2O5
Method: DFT, wB97M-V/def2-TZVPD

## Properties
**Frontier orbital gap**: 9.5 eV

Each line ends with the natural charge from an NBO analysis.
Geometry (Å):
Al1 1.403 -1.113 0.122  1.923
Br1 2.794 5.267 5.630  0.055
C1 2.161 3.779 4.642  -0.065
C2 1.204 2.950 5.206  -0.255
C3 0.746 1.865 4.477  -0.167
C4 1.242 1.610 3.203  -0.112
C5 2.201 2.454 2.656  -0.164
C6 2.665 3.546 3.374  -0.252
C7 0.728 0.423 2.440  0.800
O1 -0.136 -0.298 2.919  -0.679
O2 1.272 0.260 1.272  -0.864
H1 0.825 3.153 6.197  0.227
H2 -0.005 1.202 4.884  0.234
H3 2.579 2.250 1.664  0.240
H4 3.409 4.208 2.953  0.229
C8 3.157 -1.755 -0.430  -1.283
H5 3.734 -2.121 0.423  0.226
H6 3.745 -0.984 -0.932  0.229
H7 3.066 -2.594 -1.128  0.228
C9 1.215 -3.133 3.961  -0.413
N1 -0.005 -3.293 3.186  -0.584
C10 -0.092 -2.807 1.941  0.860
N2 -1.295 -2.760 1.340  -0.810
O3 0.960 -2.497 1.322  -0.780
H8 1.154 -3.776 4.836  0.206
H9 1.346 -2.097 4.274  0.212
H10 2.067 -3.437 3.360  0.226
H11 -0.865 -3.414 3.693  0.393
H12 -2.127 -2.746 1.905  0.393
H13 -1.320 -2.274 0.453  0.442
C11 -3.711 1.193 -5.772  -0.630
C12 -2.736 0.807 -4.695  0.025
C13 -1.369 0.821 -4.925  -0.230
C14 -0.452 0.471 -3.941  0.054
C15 1.017 0.525 -4.271  -0.636
C16 -0.938 0.064 -2.690  -0.132
C17 -2.317 0.034 -2.433  0.043
C18 -2.901 -0.374 -1.103  -0.633
C19 -3.189 0.419 -3.440  -0.231
C20 0.026 -0.328 -1.636  0.782
O4 1.117 0.245 -1.456  -0.676
O5 -0.228 -1.321 -0.841  -0.837
H14 -3.198 1.594 -6.645  0.216
H15 -4.413 1.946 -5.412  0.222
H16 -4.296 0.328 -6.092  0.223
H17 -0.998 1.121 -5.899  0.206
H18 1.150 0.656 -5.343  0.209
H19 1.538 -0.382 -3.964  0.227
H20 1.502 1.351 -3.752  0.241
H21 -2.336 0.025 -0.261  0.227
H22 -2.914 -1.462 -1.009  0.217
H23 -3.928 -0.020 -1.027  0.215
H24 -4.255 0.419 -3.238  0.204


Entry 2:
Molecular formula: C13H24BI2NO16S3
Method: DFT, wB97M-V/def2-TZVPD

## Properties
**Frontier orbital gap**: 8.9 eV

Each line ends with the natural charge from an NBO analysis.
Geometry (Å):
C1 4.069 2.443 -2.510  -1.022
B1 2.694 2.277 -3.255  0.983
O1 2.505 1.191 -4.066  -0.891
C2 1.546 3.376 -3.044  -0.160
I1 1.040 3.029 -0.951  0.144
O2 2.165 4.664 -3.097  -0.525
C3 1.396 5.477 -3.874  0.972
O3 1.368 6.688 -3.831  -0.554
O4 0.710 4.693 -4.741  -0.511
C4 0.321 3.483 -4.008  0.354
N1 0.230 2.502 -5.041  -0.839
C5 -1.048 3.822 -3.375  -0.467
C6 -2.215 2.926 -3.751  -0.429
C7 -2.210 1.582 -3.034  -0.487
I2 -2.793 1.826 -0.983  0.056
H1 4.167 3.388 -1.998  0.249
H2 4.138 1.672 -1.745  0.248
H3 4.893 2.282 -3.194  0.244
H4 2.941 0.447 -3.650  0.505
H5 0.303 1.563 -4.686  0.386
H6 0.954 2.670 -5.720  0.386
H7 -1.290 4.821 -3.708  0.245
H8 -1.021 3.852 -2.295  0.230
H9 -3.103 3.455 -3.422  0.216
H10 -2.306 2.804 -4.821  0.237
H11 -2.899 0.898 -3.499  0.224
H12 -1.213 1.166 -3.020  0.203
C8 -2.628 -0.344 3.965  -0.098
C9 -1.268 -0.035 4.551  -0.107
O5 -0.340 -0.475 3.545  -0.690
S1 -0.977 -0.247 2.095  2.562
O6 -0.493 0.969 1.556  -0.895
O7 -0.892 -1.465 1.371  -0.926
O8 -2.486 -0.028 2.568  -0.687
H13 -2.875 -1.403 4.061  0.200
H14 -3.421 0.256 4.398  0.220
H15 -1.090 -0.562 5.481  0.228
H16 -1.132 1.037 4.704  0.196
C10 0.708 -3.962 -1.524  -0.096
C11 0.069 -2.600 -1.678  -0.114
O9 1.110 -1.795 -2.250  -0.692
S2 2.007 -2.682 -3.226  2.547
O10 1.563 -2.499 -4.559  -0.898
O11 3.366 -2.489 -2.871  -0.906
O12 1.509 -4.112 -2.711  -0.688
H17 1.362 -4.005 -0.652  0.194
H18 -0.021 -4.766 -1.477  0.213
H19 -0.256 -2.173 -0.735  0.248
H20 -0.771 -2.629 -2.375  0.191
C12 -0.561 -4.959 6.608  -0.099
C13 0.301 -3.715 6.657  -0.102
O13 -0.645 -2.643 6.805  -0.703
S3 -1.898 -3.145 7.677  2.548
O14 -1.714 -2.745 9.021  -0.887
O15 -3.079 -2.837 6.957  -0.903
O16 -1.598 -4.710 7.568  -0.684
H21 -1.018 -5.096 5.626  0.195
H22 -0.018 -5.857 6.889  0.218
H23 0.879 -3.564 5.750  0.219
H24 0.965 -3.717 7.523  0.199


Entry 3:
Molecular formula: C5H10O3S
Method: DFT, wB97M-V/def2-TZVPD

## Properties
**Frontier orbital gap**: 9.3 eV
**ΔE to the lowest compared entry with this formula, charge and spin**: 49.48 kcal/mol

Each line ends with the natural charge from an NBO analysis.
Geometry (Å):
O1 2.447 -0.069 0.996  -0.752
C1 1.921 -0.523 -0.261  -0.061
C2 0.832 0.339 -0.816  -0.437
C3 -0.189 0.655 0.328  -0.274
C4 -1.033 1.816 -0.003  -0.476
S1 -2.614 0.828 -0.050  0.078
C5 -1.383 -0.509 0.275  0.444
O2 -1.230 -1.371 -0.796  -0.747
O3 -1.664 -1.228 1.427  -0.751
H1 3.067 -0.685 1.440  0.482
H2 1.392 -1.436 -0.249  0.164
H3 2.814 -0.708 -0.938  0.164
H4 1.257 1.300 -1.200  0.207
H5 0.400 -0.394 -1.503  0.254
H6 0.354 0.524 1.302  0.271
H7 -0.992 2.593 0.832  0.221
H8 -1.008 2.307 -0.922  0.218
H9 -2.020 -1.456 -1.339  0.492
H10 -2.351 -1.982 1.475  0.501


Entry 4:
Molecular formula: C3H11N2OPS
Method: DFT, wB97M-V/def2-TZVPD

## Properties
**Expectation value of S²**: 2.01
**Frontier orbital gap (alpha / beta)**: 8.9 / 7.3 eV
**ΔE to the lowest compared entry with this formula, charge and spin**: 3.85 kcal/mol
**2S+1**: 3

Each line ends with the natural charge from an NBO analysis.
Geometry (Å):
C1 1.139 -1.693 -0.650  -0.527
C2 1.979 -0.617 1.279  -0.509
C3 -2.150 1.222 1.602  -0.737
N1 -0.816 0.609 -2.647  -1.157
N2 2.044 -0.684 -0.146  -0.227
O1 -0.741 2.558 -0.908  -1.035
P1 -0.351 1.136 -1.046  1.550
S1 -1.593 -0.048 0.453  -0.126
H1 1.353 -2.724 -0.414  0.218
H2 0.092 -1.520 -0.257  0.210
H3 1.247 -1.483 -1.736  0.199
H4 0.917 -0.623 1.608  0.215
H5 2.463 -1.552 1.684  0.202
H6 2.652 0.083 1.695  0.209
H7 -1.331 1.857 1.916  0.237
H8 -2.520 0.676 2.485  0.232
H9 -3.004 1.759 1.175  0.229
H10 -0.877 1.379 -3.233  0.411
H11 -0.503 -0.334 -2.859  0.407


- Which formula does entry 3 have?
  C5H10O3S